1.
60
Properties=species:S:1:pos:R:3:lowdin_charge:R:1 method="wB97M-V/def2-TZVPD" homo_energy_ev=-10.88 total_charge=0 smiles="O=C1OC[C@@H](F)O1.O=C1OC[C@@H](F)O1.O=C1OC[C@@H](F)O1.CC#N.CC#N.CC#N.CC#N.CC#N" e_above_lowest_ev=0.2224 homo_lumo_gap_ev=11.007 spin_multiplicity=1
O 9.3815 18.1433 15.8740 0.17
C 9.3779 17.1200 15.2656 -0.54
O 8.8258 17.0364 13.9833 0.03
C 8.6230 15.5947 13.6947 -0.01
C 9.6251 14.9366 14.6526 -0.23
F 10.9076 14.8416 14.0646 0.02
O 9.8067 15.9163 15.6886 0.11
H 7.5936 15.3761 13.9805 0.14
H 8.8237 15.5056 12.6348 0.12
H 9.3764 14.0366 15.2178 0.15
O 8.9342 9.4741 10.6343 0.17
C 7.9665 9.8117 10.1078 -0.62
O 6.7858 10.0827 10.6805 0.10
C 5.9542 10.6482 9.6687 -0.06
C 6.7856 10.8553 8.4567 -0.25
F 7.2506 12.1250 8.3746 0.07
O 7.9317 9.9503 8.7822 0.11
H 5.1707 9.8619 9.4804 0.16
H 5.5659 11.5830 10.0530 0.15
H 6.3341 10.5903 7.4678 0.18
O 8.8578 14.4220 9.9122 0.13
C 9.6458 13.5396 10.1597 -0.49
O 9.9075 12.4157 9.3966 0.04
C 10.9987 11.6967 9.9733 -0.10
C 11.3650 12.4929 11.1733 -0.26
F 12.6077 13.1359 10.9233 0.01
O 10.3858 13.5186 11.2943 0.11
H 10.7317 10.7027 10.3110 0.08
H 11.8358 11.6089 9.2492 0.12
H 11.4161 11.8899 12.0962 0.13
C 9.9392 9.0490 13.6959 -0.06
C 9.9326 10.4318 13.6848 -0.28
N 9.8569 11.5705 13.7769 0.19
H 9.7694 8.6221 12.7093 0.08
H 9.1842 8.8108 14.4373 0.10
H 10.8598 8.6458 14.0586 0.09
C 13.0499 15.4454 8.0059 -0.05
C 13.3086 14.0056 7.9228 -0.25
N 13.4504 12.8791 7.7823 0.16
H 13.6220 16.0148 7.3023 0.07
H 13.2570 15.8619 8.9943 0.09
H 12.0000 15.6366 7.8239 0.08
C 6.9570 16.2476 7.6557 -0.08
C 6.8693 17.7052 7.4351 -0.29
N 6.9186 18.7932 7.0813 0.12
H 5.9977 15.9774 8.1266 0.08
H 7.7981 15.9696 8.3337 0.06
H 7.1550 15.6720 6.7187 0.09
C 10.8344 11.8865 6.1588 -0.08
C 9.8023 10.8802 6.0508 -0.27
N 9.1404 9.9465 5.8707 0.14
H 10.8016 12.4109 7.0765 0.03
H 10.6012 12.6625 5.4314 0.09
H 11.8267 11.4889 5.9108 0.09
C 11.4860 7.8703 9.1549 -0.05
C 12.2494 8.7332 9.9997 -0.30
N 12.9132 9.4042 10.6696 0.17
H 10.4429 7.9351 9.5165 0.08
H 11.8961 6.8394 9.2120 0.10
H 11.5254 8.3303 8.1731 0.09


2.
51
Properties=species:S:1:pos:R:3:lowdin_charge:R:1 method="wB97M-V/def2-TZVPD" homo_energy_ev=-4.81 total_charge=-1 e_above_lowest_ev=0.2515 homo_lumo_gap_ev=7.444 spin_multiplicity=1
Sn -1.6685 0.9625 -1.1502 1.22
N -2.3865 4.4295 1.4225 0.07
C -2.3966 3.1286 1.0055 -0.90
S -3.4398 2.7469 -0.3594 0.48
N -1.6930 2.2749 1.6819 -0.01
N -1.7655 0.9989 1.1646 -0.17
C -1.6028 0.0339 1.9835 -0.07
C -1.8925 -1.3535 1.6853 -0.14
C -1.6761 -2.2962 2.6987 -0.06
C -2.0719 -3.6112 2.5797 -0.12
C -2.7469 -4.0020 1.4177 -0.12
C -2.9812 -3.0965 0.4067 -0.05
C -2.5327 -1.7491 0.4767 -0.39
O -2.7212 -0.9643 -0.5347 -0.30
H -2.6626 5.0939 0.7196 0.06
H -1.5784 4.6937 1.9665 0.09
H -1.3394 0.2862 3.0102 0.13
H -1.1883 -1.9649 3.6100 0.11
H -1.8939 -4.3163 3.3816 0.09
H -3.0935 -5.0249 1.3147 0.09
H -3.5267 -3.3835 -0.4870 0.11
F 3.7964 2.7768 -0.8980 0.13
C 3.3339 2.2923 0.2517 -0.67
F 3.7595 3.0808 1.2429 0.13
F 3.8557 1.0736 0.4276 0.13
S 1.4894 2.1539 0.3058 0.55
O 1.1242 1.4007 -0.8774 -0.40
O 1.2969 1.5661 1.5913 -0.27
N 1.0157 3.6632 0.2408 -0.28
S 0.2787 4.3071 -1.0033 0.57
O -0.2901 5.5612 -0.6112 -0.28
O -0.5184 3.4029 -1.8026 -0.43
C 1.6094 4.8129 -2.1853 -0.68
F 2.6015 5.4407 -1.5443 0.12
F 1.0985 5.6547 -3.0869 0.13
F 2.1121 3.7648 -2.8339 0.13
N -0.4356 -3.7099 -1.5665 0.12
C -0.8919 -2.5846 -2.1930 -0.20
N -0.0158 -1.6286 -2.2541 0.10
C 1.1086 -2.1361 -1.6036 -0.23
C 2.3491 -1.5512 -1.3586 -0.02
C 3.2860 -2.2888 -0.6605 -0.09
C 3.0134 -3.5920 -0.2164 -0.11
C 1.7921 -4.1925 -0.4564 -0.03
C 0.8518 -3.4394 -1.1506 -0.20
H -1.0122 -4.4726 -1.2617 0.14
H -1.8961 -2.5215 -2.5828 0.12
H 2.5489 -0.5444 -1.6950 0.10
H 4.2483 -1.8485 -0.4306 0.09
H 3.7775 -4.1337 0.3276 0.09
H 1.5709 -5.1945 -0.1090 0.10


3.
15
Properties=species:S:1:pos:R:3:lowdin_charge:R:1 method="wB97M-V/def2-TZVPD" homo_energy_ev=-3.17 total_charge=-1 e_above_lowest_ev=0.5599 homo_lumo_gap_ev=6.332 spin_multiplicity=1
C 0.4917 0.0397 0.6509 -0.55
O 1.3628 -0.0771 -0.3472 -0.31
C -0.9383 0.4095 0.2172 -0.30
C -1.5020 -0.6053 -0.7804 -0.57
S -3.3289 -0.7798 -0.7095 0.61
H 0.3090 -0.8356 1.3477 0.08
H 0.8017 0.8186 1.3961 0.08
H -1.0738 1.4277 -0.1577 0.10
H -1.5689 0.3643 1.1203 0.07
H -1.2332 -0.4288 -1.8156 0.06
H -1.0760 -1.5677 -0.4825 0.06
H -3.4913 -0.2090 0.4864 -0.18
H 4.1528 0.3134 0.3229 0.00
H 3.0862 0.4084 -0.7126 -0.02
O 4.0083 0.7217 -0.5360 -0.14


4.
56
Properties=species:S:1:pos:R:3:lowdin_charge:R:1 method="wB97M-V/def2-TZVPD" homo_energy_ev=-10.21 total_charge=0 smiles="O=C1CCCO1.O=C1OCCO1.O=C1OCCO1.CC#N.CC#N.CC#N.CC#N" e_above_lowest_ev=0.0000 homo_lumo_gap_ev=10.712 spin_multiplicity=1
O 1.8074 2.2968 1.1625 0.07
C 1.0690 1.3872 1.4876 -0.48
C 0.0128 1.5880 2.5745 -0.06
C -0.1508 0.1128 2.9988 -0.14
C 0.1546 -0.7018 1.7340 -0.09
O 1.0107 0.1870 0.9049 0.01
H 0.4551 2.2712 3.2670 0.11
H -0.8799 2.0428 2.1680 0.10
H 0.5475 -0.0180 3.8048 0.11
H -1.1981 -0.1070 3.2715 0.12
H 0.6664 -1.6241 2.0113 0.11
H -0.7623 -0.7856 1.1759 0.12
O 2.3611 -3.9928 2.0391 0.14
C 1.6307 -4.4346 1.2036 -0.62
O 1.5426 -5.7274 0.8770 0.06
C 0.3551 -5.9554 0.0619 -0.08
C -0.0430 -4.5173 -0.3269 -0.10
O 0.7622 -3.7019 0.5362 0.05
H 0.4424 -6.6203 -0.7943 0.13
H -0.3501 -6.4464 0.7967 0.14
H -1.1514 -4.4318 -0.0892 0.15
H 0.0544 -4.1288 -1.3547 0.13
O -2.0404 -2.0451 -1.8028 0.18
C -0.9763 -1.7316 -2.1664 -0.59
O -0.0705 -1.0664 -1.3697 0.00
C 1.2092 -0.8746 -2.0302 -0.08
C 0.9721 -1.5074 -3.4109 -0.10
O -0.4180 -1.8780 -3.3910 0.05
H 1.2788 0.2515 -2.0219 0.15
H 1.9783 -1.3263 -1.4283 0.11
H 1.6167 -2.3588 -3.6587 0.13
H 1.1580 -0.8316 -4.2189 0.12
C -3.9715 2.1665 -3.0835 -0.04
C -4.5641 2.1694 -1.7048 -0.24
N -5.0435 2.0636 -0.6604 0.13
H -4.4275 2.8749 -3.7073 0.05
H -4.0961 1.1865 -3.4945 0.07
H -2.9206 2.5057 -2.9825 0.06
C -3.4560 3.9457 1.2315 -0.10
C -2.4483 4.3557 2.1355 -0.31
N -1.5380 4.7374 2.7495 0.14
H -2.9230 3.3610 0.4088 0.09
H -4.0475 4.7288 0.7901 0.08
H -4.0944 3.2456 1.7514 0.07
C 0.6343 4.7731 -0.1620 -0.07
C 0.0745 4.2131 -1.3629 -0.27
N -0.4829 3.6781 -2.2334 0.12
H 1.0200 5.7528 -0.3536 0.08
H 1.4871 4.1889 0.1560 0.06
H -0.1004 4.7819 0.6532 0.06
C 4.6746 -0.9929 1.3204 -0.07
C 4.5515 -2.0468 0.3207 -0.29
N 4.5665 -2.9129 -0.4429 0.13
H 4.8082 0.0278 0.8055 0.12
H 5.5107 -1.2334 1.9878 0.09
H 3.7421 -0.8947 1.8660 0.06


5.
19
Properties=species:S:1:pos:R:3:lowdin_charge:R:1 method="wB97M-V/def2-TZVPD" homo_energy_ev=-9.09 total_charge=0 smiles=NCC[C@H](N)CO e_above_lowest_ev=1.5521 homo_lumo_gap_ev=9.965 spin_multiplicity=1
N -0.3176 0.4965 2.3834 -0.02
C 0.4306 -0.7095 1.8945 -0.26
C 0.8744 -0.4734 0.4113 -0.18
C -0.0259 0.3971 -0.4561 -0.40
N -1.4335 0.0163 -0.2846 0.04
C 0.4196 0.2580 -1.9178 -0.24
O -0.1622 1.3631 -2.6184 -0.07
H -0.2411 0.4168 3.3959 0.05
H -1.2877 0.3802 2.1318 0.04
H -0.2516 -1.5744 1.8924 0.09
H 1.2520 -0.9418 2.5653 0.10
H 1.0270 -1.5096 0.0044 0.12
H 1.9047 -0.1119 0.3423 0.10
H 0.0285 1.4863 -0.3322 0.15
H -1.9133 0.6225 -0.9515 0.07
H -1.6497 -0.9251 -0.5999 0.08
H 1.5209 0.2634 -1.8982 0.11
H 0.1164 -0.6562 -2.4167 0.12
H -0.2913 1.2016 -3.5458 0.07


6.
23
Properties=species:S:1:pos:R:3:lowdin_charge:R:1 method="wB97M-V/def2-TZVPD" homo_energy_ev=-8.94 total_charge=0 smiles="C=C[C@H](O)OC.C=CC" e_above_lowest_ev=3.5637 homo_lumo_gap_ev=9.895 spin_multiplicity=1
C 2.5961 -0.7536 1.3494 0.03
C 1.8134 -0.2931 0.3860 -0.11
C 0.8442 -1.1508 -0.3801 -0.42
O 0.7247 -0.8460 -1.6811 -0.07
O -0.5092 -0.9160 0.3396 -0.24
C -1.4736 -1.8633 -0.0778 -0.12
H 2.5827 -1.7929 1.6386 0.06
H 3.3127 -0.1210 1.8523 0.05
H 1.8625 0.7416 0.0716 0.10
H 1.0661 -2.2221 -0.2408 0.15
H 0.2381 0.2182 -1.7093 0.11
H -1.1552 -2.8751 0.2023 0.09
H -2.4076 -1.6392 0.4424 0.09
H -1.6173 -1.8290 -1.1633 0.09
C -0.5346 1.5503 -1.4900 -0.07
C -1.1929 1.2636 -0.3156 -0.18
C -0.8375 1.8559 1.0031 -0.08
H -1.0990 1.5215 -2.4152 0.08
H 0.2412 2.3082 -1.4647 0.08
H -2.1712 0.8032 -0.3716 0.11
H -1.5364 2.6691 1.2192 0.09
H -0.9214 1.1140 1.7953 0.08
H 0.1742 2.2563 1.0096 0.08


7.
134
Properties=species:S:1:pos:R:3:lowdin_charge:R:1 method="wB97M-V/def2-TZVPD" homo_energy_ev=-8.62 total_charge=0 homo_lumo_gap_ev=9.099 spin_multiplicity=1
C -7.2592 -4.9122 -2.5275 -0.07
H -6.2245 -5.2407 -2.5952 0.08
H -7.8307 -5.4098 -3.3077 0.08
H -7.6547 -5.2213 -1.5621 0.08
C -7.3520 -3.3986 -2.6809 -0.37
C -6.5468 -2.6818 -1.5911 -0.18
N -6.6185 -1.2340 -1.6680 0.02
C -7.9774 -0.6774 -1.6638 -0.45
C -8.8530 -1.3896 -2.7102 -0.10
H -9.8774 -1.0286 -2.6458 0.11
C -8.7972 -2.9095 -2.5901 -0.16
H -9.2174 -3.2265 -1.6330 0.11
H -9.3976 -3.3585 -3.3849 0.12
H -8.4645 -1.0874 -3.6866 0.13
C -8.5142 -0.6315 -0.2066 -0.21
C -10.0341 -0.7355 -0.0978 -0.04
H -10.3272 -0.6222 0.9444 0.08
H -10.5157 0.0494 -0.6768 0.09
H -10.3962 -1.6999 -0.4439 0.07
H -8.0721 -1.4442 0.3648 0.12
C -8.0492 0.7445 0.3089 -0.14
H -8.9037 1.2501 0.7630 0.14
C -7.6250 1.5013 -0.9675 -0.24
O -7.8901 0.6706 -2.0766 -0.01
C -6.1504 1.8631 -0.7616 -0.07
H -5.5290 1.0401 -1.1070 0.12
H -5.8939 2.7630 -1.3167 0.12
C -6.0456 2.0345 0.7559 -0.20
C -4.6249 2.1839 1.3276 -0.22
C -3.8714 3.2792 0.5727 -0.13
C -2.4193 3.3105 0.9095 -0.02
C -1.7532 2.3220 1.4866 -0.17
C -0.2771 2.4528 1.7499 -0.07
C 0.4884 1.2627 1.1709 -0.29
C -0.0658 -0.0293 1.7618 -0.11
C -1.5489 -0.1508 1.4301 -0.12
H -1.9271 -1.0810 1.8553 0.12
H -1.6488 -0.2175 0.3437 0.13
C -2.4091 1.0295 1.9283 -0.39
C -2.4638 1.0237 3.4644 -0.01
H -1.4976 1.2855 3.8842 0.08
H -2.7350 0.0416 3.8416 0.09
H -3.1864 1.7534 3.8207 0.09
C -3.8264 0.8782 1.3040 -0.21
C -4.6450 -0.2150 1.9909 -0.13
C -5.9904 -0.4227 1.3070 -0.12
H -5.8250 -0.7418 0.2788 0.10
H -6.5186 -1.2216 1.8333 0.12
C -6.8591 0.8389 1.3049 -0.39
C -7.3913 1.1171 2.7118 -0.02
H -8.0147 0.2913 3.0491 0.09
H -7.9895 2.0263 2.7245 0.09
H -6.5780 1.2422 3.4209 0.07
H -4.8109 0.0497 3.0343 0.10
H -4.1017 -1.1609 1.9677 0.12
H -3.6882 0.5955 0.2554 0.15
H 0.0970 -0.0235 2.8402 0.13
H 0.4604 -0.8904 1.3458 0.11
H 0.3636 1.2462 0.0801 0.16
O 1.8852 1.4192 1.4731 -0.02
C 2.7364 1.3508 0.3823 -0.31
O 2.8493 0.0561 -0.1563 -0.02
C 3.3717 -0.9043 0.7538 -0.22
C 3.3154 -2.2410 0.0074 -0.19
O 1.9932 -2.5881 -0.2991 -0.04
H 1.6088 -1.8469 -0.7845 0.09
H 3.9160 -2.1571 -0.9081 0.13
H 3.7097 -3.0403 0.6379 0.14
C 4.7707 -0.5326 1.2667 -0.16
O 5.7735 -0.5550 0.2549 -0.03
C 6.6344 -1.6471 0.2087 -0.30
O 7.0783 -1.9837 1.4985 -0.03
C 7.8741 -3.1611 1.4992 -0.31
C 8.1966 -3.5086 2.9434 -0.01
H 7.2925 -3.7881 3.4757 0.08
H 8.6402 -2.6469 3.4345 0.09
H 8.9023 -4.3337 2.9596 0.09
C 9.1646 -2.9424 0.6775 -0.29
C 8.8093 -2.4168 -0.7273 -0.25
O 8.2090 -3.4887 -1.4253 0.00
H 8.0005 -3.2033 -2.3211 0.12
C 7.8543 -1.2115 -0.6233 -0.24
O 8.4673 -0.1105 -0.0098 0.02
H 8.3908 -0.2354 0.9487 0.11
H 7.5313 -0.8918 -1.6197 0.15
H 9.7343 -2.1012 -1.2323 0.16
O 9.9172 -4.1178 0.5895 0.01
H 9.4857 -4.6861 -0.0631 0.10
H 9.7970 -2.2085 1.1883 0.17
H 7.3054 -3.9778 1.0253 0.16
H 6.1509 -2.5293 -0.2545 0.17
H 5.0586 -1.2228 2.0658 0.17
C 4.7404 0.9048 1.8373 -0.24
O 6.0147 1.3192 2.2188 0.03
H 6.5610 1.3041 1.4188 0.09
H 4.1110 0.9261 2.7312 0.17
C 4.1280 1.8609 0.7979 -0.15
O 4.9824 1.8598 -0.3237 -0.04
C 4.9491 2.9576 -1.2081 -0.27
O 6.1819 3.6126 -1.2029 -0.01
C 7.2687 2.7442 -1.5570 -0.31
C 8.5664 3.5101 -1.3530 0.00
H 8.5691 3.9574 -0.3638 0.09
H 8.6671 4.2962 -2.0966 0.08
H 9.4034 2.8243 -1.4403 0.09
H 7.2609 1.8644 -0.9035 0.13
C 7.0767 2.2929 -3.0121 -0.27
O 7.1386 3.3877 -3.8921 0.00
H 6.7074 4.1340 -3.4550 0.10
C 5.7205 1.5583 -3.1624 -0.25
O 5.6989 0.2981 -2.5428 -0.01
H 5.6191 0.4109 -1.5791 0.07
C 4.5878 2.4576 -2.6321 -0.24
O 3.3588 1.7897 -2.6388 0.01
H 3.5070 0.8968 -2.2873 0.09
H 4.4730 3.3316 -3.2817 0.17
H 5.5525 1.3657 -4.2293 0.16
H 7.8819 1.6094 -3.3004 0.16
H 4.2117 3.7011 -0.8776 0.18
H 4.0427 2.8657 1.2301 0.18
H 2.7139 -0.9518 1.6349 0.16
H 2.3580 1.9533 -0.4603 0.16
H 0.0990 3.3771 1.3084 0.12
H -0.0696 2.4940 2.8214 0.13
H -1.8942 4.2098 0.6127 0.11
H -4.3218 4.2534 0.7802 0.13
H -3.9522 3.1107 -0.5043 0.11
H -4.7244 2.5004 2.3716 0.15
H -6.5898 2.9532 1.0119 0.16
H -8.2144 2.4123 -1.1232 0.16
H -6.1769 -0.9187 -2.5280 0.13
H -6.9208 -2.9910 -0.6104 0.12
H -5.4909 -2.9603 -1.6482 0.13
H -6.9456 -3.1148 -3.6595 0.14


8.
16
Properties=species:S:1:pos:R:3:lowdin_charge:R:1 method="wB97M-V/def2-TZVPD" homo_energy_ev=-9.22 total_charge=0 smiles="[H]/N=C/NC.O.O" e_above_lowest_ev=1.0567 homo_lumo_gap_ev=9.389 spin_multiplicity=1
H 3.6046 -2.4678 0.5880 0.02
N 2.6580 -2.7682 0.8029 0.06
C 1.8681 -1.9062 0.2731 -0.35
N 0.5151 -2.0782 0.2583 -0.08
C -0.3796 -0.9807 0.4823 -0.13
H 2.2511 -0.9745 -0.1477 0.12
H 0.2098 -3.0206 0.3968 0.12
H -1.4175 -1.3211 0.5569 0.08
H -0.5001 -0.3806 -0.4314 0.08
H -0.2310 -0.4059 1.3973 0.08
O -3.8203 2.1230 -1.7184 -0.04
H -3.2600 1.4236 -2.0698 0.03
H -3.9740 1.9139 -0.8181 0.01
O 0.8250 3.9727 0.0620 -0.03
H 0.0620 3.4260 0.2393 0.03
H 1.5887 3.4446 0.1287 0.00